# C28H52F3N5O22S2

A molecular structure, C28H52F3N5O22S2 at a distorted geometry (wB97M-V/def2-TZVPD, the OMol25 dataset).

The molecular weight comes out at 931.865 g mol⁻¹. For the energy above the lowest of the compared OMol25 structures with the same formula, charge and spin, the calculation gives 0.000 eV. The total charge is 0. As for the multiplicity: 1. The calculation puts the calculated total energy at -4123.24885 a.u. The LUMO energy is 0.14 eV. The gap between HOMO and LUMO comes out at 9.34 eV. As for the largest force on an atom: 2.1 eV/Å.

Structure (XYZ):
```
112
Properties=species:S:1:pos:R:3:forces:R:3
C -2.226780 -2.754292 0.183459 -0.79 -0.03 -0.08
C -1.555814 -2.490496 -1.140796 0.45 0.39 0.18
O -1.870340 -1.521237 -1.838859 0.06 -0.48 -0.16
N -0.556594 -3.331361 -1.472006 -0.14 0.03 -0.17
C 0.148212 -3.255617 -2.732110 0.49 -0.40 0.16
H -3.245424 -2.365785 0.130345 0.14 0.21 -0.04
H -1.724379 -2.231370 0.996920 0.13 -0.09 0.01
H -2.353852 -3.814494 0.403072 0.45 -0.03 0.07
H -0.117815 -3.926645 -0.779613 -0.30 -0.12 -0.10
H -0.535397 -3.221698 -3.575680 -0.03 0.30 -0.01
H 0.750421 -4.159217 -2.836026 -0.14 -0.06 0.07
H 0.873423 -2.440741 -2.749809 -0.32 0.17 -0.23
C 0.876046 0.911506 1.266240 0.70 0.95 -0.44
C -0.580779 1.238989 1.084914 -0.38 -0.20 0.55
O -1.261709 1.667076 2.011034 0.08 0.03 -0.13
N -1.070786 1.123635 -0.169618 -0.10 -0.39 -0.58
C -2.455034 1.360655 -0.541069 0.21 0.61 0.11
H 1.300258 1.779355 1.779386 0.00 -0.10 0.12
H 1.397453 0.906972 0.305689 0.00 -0.39 0.05
H 1.148559 0.061474 1.886282 -0.47 -0.22 -0.05
H -0.550629 0.608497 -0.861111 0.28 0.07 0.18
H -2.913122 0.444364 -0.900945 -0.11 -0.07 0.20
H -2.493093 2.112122 -1.335196 0.00 -0.05 -0.02
H -2.962334 1.781060 0.324044 -0.16 -0.25 0.02
C 2.013296 -3.539098 1.796614 -0.93 0.09 -0.04
C 1.281281 -4.618426 1.036499 0.17 0.14 -0.05
O 1.499608 -4.802280 -0.162806 0.06 -0.16 0.20
N 0.353065 -5.307413 1.729366 0.42 0.08 -0.12
C -0.325314 -6.457595 1.186475 -0.86 -0.29 -0.23
H 1.619938 -3.427856 2.806657 0.29 -0.05 0.11
H 1.763768 -2.612225 1.273510 0.41 0.09 0.01
H 3.080906 -3.731169 1.791364 0.06 0.11 0.03
H 0.155107 -4.979523 2.660633 -0.05 -0.25 0.09
H -1.365439 -6.231598 0.924861 0.06 0.06 0.10
H -0.347248 -7.291712 1.886733 0.14 0.12 0.14
H 0.141067 -6.800716 0.267571 0.31 0.21 0.07
C 4.399441 0.923231 4.209696 0.87 0.35 0.13
C 4.193982 0.724371 5.688202 -0.88 -0.12 0.04
O 3.715540 -0.310478 6.129318 0.14 0.11 0.12
N 4.509343 1.779431 6.488381 0.13 0.18 0.20
C 4.396094 1.726983 7.944827 -0.13 -0.37 -0.85
H 5.378913 0.481853 4.000007 -0.20 -0.18 -0.34
H 4.481754 1.969621 3.911568 -0.11 0.03 0.13
H 3.626186 0.453368 3.615866 -0.01 -0.25 0.11
H 5.092154 2.498608 6.095242 -0.16 0.08 -0.08
H 5.390830 1.589355 8.363422 -0.12 0.09 0.43
H 3.762070 0.871281 8.165109 0.19 -0.10 0.12
H 3.882726 2.609918 8.317613 0.27 0.17 0.07
C -5.855714 4.069750 -6.508453 -0.11 0.09 -0.36
C -5.575692 4.822989 -5.232477 -0.38 0.30 -0.05
O -6.355845 5.668585 -4.830131 0.01 -0.06 0.34
N -4.431503 4.516438 -4.572425 0.09 -0.37 -0.47
C -4.142158 5.028626 -3.260873 0.39 0.44 0.26
H -6.900603 4.235083 -6.756167 -0.04 -0.01 0.08
H -5.681239 2.995380 -6.453305 0.22 0.05 0.06
H -5.282447 4.508102 -7.329410 0.15 -0.16 0.05
H -3.754546 3.983167 -5.088699 0.08 -0.14 0.26
H -3.333692 4.473467 -2.785776 -0.16 -0.32 -0.11
H -5.046203 4.963676 -2.659651 0.05 0.07 0.11
H -3.789727 6.064770 -3.265345 -0.27 0.07 -0.14
C 3.438936 -1.638498 -1.612399 1.15 0.51 -0.55
C 4.380961 -2.443168 -0.717649 -1.12 -0.65 0.02
O 4.601703 -1.614191 0.386100 -0.03 -0.15 -0.10
C 4.105596 -0.372563 0.134196 0.20 0.63 -0.23
O 4.191927 0.550717 0.870168 0.04 0.01 0.38
O 3.528842 -0.310983 -1.078064 -0.33 -0.50 0.20
F 5.549022 -2.741918 -1.345759 0.28 0.33 -0.04
H 2.402906 -1.959191 -1.644415 0.08 -0.18 0.28
H 3.880083 -1.611039 -2.608949 -0.32 -0.06 -0.09
H 3.942858 -3.392349 -0.411095 0.08 0.02 0.23
C 0.644829 1.355283 -4.433949 0.67 -0.33 -0.16
C 0.949367 -0.142791 -4.470150 0.26 -0.21 1.41
O 2.352317 -0.236941 -4.303843 -0.38 0.23 -0.35
C 2.889567 1.020123 -4.182084 -0.57 0.16 -0.20
O 4.014375 1.233117 -3.912033 0.61 -0.04 -0.02
O 1.945176 1.957053 -4.394795 -0.13 -0.13 -0.04
F 0.528633 -0.775276 -5.591130 0.22 0.14 -0.37
H 0.126519 1.629096 -3.519028 -0.22 0.15 -0.13
H 0.123401 1.652005 -5.340159 -0.08 0.19 0.09
H 0.545547 -0.683917 -3.615482 -0.46 0.02 -0.21
C -3.580924 -0.444402 -3.923534 0.02 -0.50 -0.33
C -3.819850 -1.876359 -4.375820 0.61 0.65 0.27
O -4.088729 -1.704455 -5.733197 -0.66 -0.03 -0.03
C -4.697920 -0.473236 -5.886533 0.28 -0.30 0.17
O -5.279725 -0.137658 -6.856651 -0.07 0.16 -0.11
O -4.495008 0.259889 -4.774290 0.06 0.24 -0.08
F -4.910988 -2.375606 -3.717733 -0.09 -0.30 -0.16
H -2.556389 -0.170363 -4.178596 0.00 0.18 0.20
H -3.803184 -0.278815 -2.879702 -0.08 0.10 0.01
H -2.976738 -2.548233 -4.266681 -0.04 -0.13 0.10
C 1.504943 -2.874556 7.647922 0.39 -0.19 0.64
C 0.586551 -1.728909 8.050092 -0.49 -0.21 0.34
O 0.018090 -1.256843 6.824750 -0.01 0.22 -0.13
S 0.643930 -1.977323 5.556128 -0.61 -0.48 0.64
O 0.973663 -1.014840 4.590934 0.73 0.59 -0.52
O -0.202794 -3.050919 5.162164 -0.30 -0.49 -0.11
O 1.891455 -2.595822 6.308107 0.16 0.22 -0.48
H 0.998182 -3.837655 7.727036 -0.06 0.02 -0.28
H 2.408892 -2.919530 8.250421 0.05 0.11 -0.10
H 1.068282 -0.900410 8.563859 0.22 0.03 -0.25
H -0.221829 -2.101294 8.680015 -0.01 0.07 -0.03
C 0.170756 4.915203 1.048174 0.07 0.25 -0.28
C -1.301533 4.692925 0.709083 -0.39 -2.05 -0.48
O -1.416491 4.683158 -0.740344 -0.02 1.21 0.03
S -0.046727 4.970473 -1.479240 0.04 -0.66 -0.09
O 0.071160 6.278448 -2.003063 -0.31 0.51 0.18
O 0.153789 3.879385 -2.370036 0.20 -0.20 0.04
O 0.878840 4.825455 -0.201862 0.10 0.00 -0.12
H 0.587281 4.108487 1.642703 -0.22 0.09 0.32
H 0.344875 5.886096 1.508615 0.17 0.00 -0.08
H -2.054935 5.311164 1.183954 0.26 0.54 -0.23
H -1.559678 3.651264 0.901281 -0.04 0.19 0.71
```
Forces are in eV/Å.